{"formula": "C27H29N4PS3Ti", "method": "ωB97M-V with the def2-TZVPD basis set", "elements": ["Ti", "S", "C", "N", "C", "C", "C", "C", "C", "C", "S", "H", "H", "H", "H", "C", "C", "C", "C", "C", "C", "N", "H", "H", "H", "H", "H", "H", "H", "H", "N", "C", "N", "S", "H", "H", "H", "H", "C", "P", "C", "C", "C", "C", "C", "C", "C", "C", "C", "C", "C", "C", "H", "H", "H", "H", "H", "H", "H", "H", "H", "H", "H", "H", "H"], "coordinates": [[-1.588, -0.577, -0.702], [-3.450, -2.287, -0.117], [-3.141, -1.419, 1.320], [-2.424, -0.310, 1.284], [-2.338, 0.303, 2.522], [-1.753, 1.539, 2.786], [-1.748, 2.009, 4.086], [-2.328, 1.271, 5.121], [-2.944, 0.059, 4.864], [-2.952, -0.413, 3.557], [-3.684, -1.857, 2.916], [-1.340, 2.119, 1.971], [-1.295, 2.968, 4.305], [-2.309, 1.656, 6.132], [-3.412, -0.505, 5.660], [0.416, -1.869, 2.155], [0.578, -2.454, 0.790], [1.328, -3.542, 0.414], [1.004, -3.821, -0.944], [0.090, -2.879, -1.333], [-0.587, -2.691, -2.655], [-0.174, -2.020, -0.280], [1.261, -2.145, 2.787], [-0.495, -2.235, 2.641], [0.357, -0.781, 2.136], [1.998, -4.096, 1.054], [1.396, -4.616, -1.562], [-0.316, -3.497, -3.336], [-0.300, -1.751, -3.144], [-1.679, -2.707, -2.558], [-2.838, 2.478, -0.610], [-3.272, 1.274, -1.144], [-4.517, 0.886, -0.701], [-2.572, 0.603, -2.563], [-3.578, 3.101, -0.314], [-2.127, 2.938, -1.154], [-4.684, 1.064, 0.281], [-4.758, -0.064, -0.953], [0.404, 2.745, -1.684], [0.610, 1.032, -1.064], [1.471, 0.212, -2.441], [1.312, 0.638, -3.758], [1.915, -0.056, -4.797], [2.683, -1.180, -4.526], [2.839, -1.612, -3.217], [2.231, -0.927, -2.177], [1.953, 1.300, 0.147], [1.639, 1.422, 1.496], [2.625, 1.699, 2.433], [3.940, 1.855, 2.026], [4.265, 1.743, 0.679], [3.278, 1.471, -0.254], [1.343, 3.123, -2.088], [0.106, 3.379, -0.847], [-0.365, 2.780, -2.456], [0.709, 1.508, -3.986], [1.782, 0.281, -5.817], [3.152, -1.723, -5.336], [3.417, -2.501, -2.998], [2.336, -1.294, -1.161], [0.618, 1.293, 1.825], [2.363, 1.779, 3.480], [4.714, 2.061, 2.754], [5.291, 1.864, 0.357], [3.544, 1.378, -1.300]], "atomic_forces_ev_per_a": [[0.16, -0.22, 0.04], [0.03, 0.03, 0.02], [0.02, 0.03, -0.08], [0.00, 0.01, -0.01], [0.01, 0.01, 0.00], [-0.01, -0.02, 0.00], [0.01, 0.02, 0.00], [0.01, 0.00, 0.00], [0.00, 0.00, -0.02], [0.00, 0.02, 0.03], [-0.03, -0.04, 0.02], [-0.01, 0.00, 0.00], [0.00, 0.00, 0.00], [0.00, 0.00, 0.00], [0.00, 0.00, 0.00], [0.01, 0.01, 0.02], [0.00, 0.04, 0.02], [-0.03, -0.02, -0.03], [0.05, -0.01, -0.01], [-0.08, 0.06, 0.04], [0.02, 0.01, 0.03], [-0.06, 0.03, -0.01], [0.00, 0.00, 0.00], [0.00, -0.01, -0.01], [0.00, 0.00, -0.01], [0.00, 0.00, 0.00], [0.00, 0.00, 0.00], [0.00, 0.00, 0.00], [-0.01, 0.00, 0.00], [-0.01, 0.00, -0.02], [0.01, -0.03, 0.02], [-0.01, 0.02, -0.03], [-0.01, 0.01, -0.02], [-0.05, 0.07, -0.01], [0.01, 0.01, 0.00], [-0.01, 0.01, 0.00], [0.01, 0.00, 0.00], [0.00, -0.01, 0.01], [0.01, 0.01, -0.01], [-0.04, -0.04, 0.02], [-0.02, 0.03, -0.03], [0.00, -0.01, 0.01], [0.00, 0.00, 0.01], [0.00, 0.00, -0.01], [-0.01, 0.00, 0.00], [0.02, -0.02, 0.02], [0.02, 0.01, -0.03], [-0.02, 0.00, 0.01], [0.00, 0.00, 0.01], [0.01, 0.00, -0.01], [-0.01, 0.00, 0.01], [0.01, 0.00, -0.01], [0.00, 0.01, 0.00], [0.00, -0.01, 0.01], [0.00, -0.01, -0.01], [0.00, 0.00, 0.00], [0.00, 0.00, 0.00], [0.00, 0.00, 0.00], [0.00, 0.00, 0.00], [-0.01, 0.01, 0.00], [0.02, -0.01, -0.01], [0.00, 0.00, 0.00], [0.00, 0.00, 0.00], [0.00, 0.00, 0.00], [0.00, 0.00, 0.00]], "homo_energy_ev": [-6.5, -6.9], "relative_energy_kcal_mol": 0.00, "s_squared": 2.015, "spin_multiplicity": 3, "total_energy_ev": -99343.177, "largest_force_ev_per_a": 0.3}

{"formula": "C27H29N7PSSr", "method": "ωB97M-V with the def2-TZVPD basis set", "elements": ["Sr", "N", "C", "S", "N", "N", "C", "C", "C", "C", "C", "C", "C", "C", "C", "C", "C", "C", "N", "H", "H", "H", "H", "H", "H", "H", "H", "H", "H", "H", "C", "P", "C", "C", "H", "H", "H", "H", "H", "H", "H", "H", "H", "C", "C", "N", "C", "C", "C", "C", "C", "C", "C", "C", "N", "C", "N", "H", "H", "H", "H", "H", "H", "H", "H", "H"], "coordinates": [[-0.756, -0.329, -1.301], [-1.966, -4.877, -1.803], [-1.430, -3.669, -1.544], [-1.542, -2.512, -2.853], [-0.901, -3.577, -0.333], [-0.311, -2.390, -0.026], [0.210, -2.292, 1.151], [0.210, -3.359, 2.183], [0.714, -4.630, 1.923], [0.725, -5.590, 2.922], [0.215, -5.298, 4.180], [-0.295, -4.035, 4.444], [-0.286, -3.067, 3.451], [0.887, -1.002, 1.495], [1.914, -0.988, 2.436], [2.560, 0.201, 2.720], [2.172, 1.359, 2.063], [1.151, 1.262, 1.138], [0.517, 0.122, 0.853], [-2.475, -5.022, -2.655], [-2.006, -5.556, -1.062], [1.089, -4.866, 0.937], [1.126, -6.574, 2.715], [0.216, -6.054, 4.954], [-0.698, -3.802, 5.420], [-0.676, -2.078, 3.664], [2.194, -1.906, 2.932], [3.360, 0.224, 3.448], [2.643, 2.311, 2.258], [0.814, 2.145, 0.604], [3.504, 0.571, -2.459], [2.040, -0.515, -2.567], [2.689, -2.093, -1.915], [1.933, -0.862, -4.356], [4.360, 0.116, -2.961], [3.762, 0.745, -1.414], [3.295, 1.535, -2.923], [3.592, -2.396, -2.449], [1.930, -2.870, -2.023], [2.921, -1.991, -0.853], [2.887, -1.222, -4.744], [1.649, 0.039, -4.899], [1.168, -1.621, -4.526], [-3.745, 2.900, -3.358], [-3.006, 1.754, -3.143], [-1.887, 1.748, -2.404], [-1.497, 2.893, -1.850], [-2.195, 4.087, -1.963], [-3.331, 4.082, -2.761], [-1.721, 5.310, -1.289], [-1.320, 5.463, -0.026], [-1.343, 4.522, 1.114], [-0.768, 4.921, 2.316], [-0.826, 4.036, 3.379], [-1.413, 2.846, 3.282], [-1.934, 2.561, 2.095], [-1.928, 3.321, 1.006], [-4.632, 2.865, -3.973], [-3.305, 0.806, -3.574], [-0.577, 2.874, -1.275], [-3.898, 4.994, -2.902], [-1.693, 6.197, -1.915], [-0.959, 6.449, 0.244], [-0.296, 5.888, 2.418], [-0.390, 4.289, 4.339], [-2.443, 1.606, 2.014]], "atomic_forces_ev_per_a": [[-0.28, 0.78, -0.51], [-0.04, 0.03, -0.01], [0.03, -0.03, 0.07], [0.09, -0.23, 0.12], [0.03, 0.08, -0.07], [-0.06, -0.59, 0.26], [0.13, 0.18, 0.06], [0.01, -0.04, 0.01], [0.01, 0.00, -0.02], [0.00, 0.00, 0.00], [0.00, 0.01, 0.01], [0.01, -0.02, -0.03], [-0.02, 0.01, 0.02], [-0.05, -0.17, -0.06], [-0.02, 0.01, 0.05], [0.02, 0.00, 0.02], [-0.01, 0.00, 0.00], [-0.04, -0.01, 0.00], [0.17, -0.08, 0.26], [0.00, -0.01, -0.01], [0.01, -0.01, -0.01], [0.00, 0.01, -0.01], [0.00, 0.00, 0.00], [0.00, 0.00, 0.00], [0.00, 0.00, 0.00], [0.00, 0.00, -0.01], [0.01, 0.01, 0.00], [0.00, 0.00, 0.00], [0.00, 0.00, 0.00], [-0.01, 0.01, 0.01], [0.03, 0.01, 0.01], [0.03, -0.06, -0.08], [0.02, -0.01, 0.00], [0.06, -0.01, -0.01], [0.01, 0.01, 0.01], [-0.01, -0.01, 0.00], [-0.01, 0.00, -0.01], [0.00, -0.01, 0.01], [-0.01, 0.01, -0.01], [0.00, 0.01, 0.00], [-0.01, 0.00, -0.01], [0.00, 0.00, 0.01], [0.00, 0.00, 0.01], [0.00, -0.01, 0.01], [0.01, 0.01, 0.01], [-0.12, 0.16, -0.07], [-0.06, -0.04, -0.05], [0.03, 0.04, 0.11], [-0.02, 0.02, -0.04], [0.01, -0.04, -0.02], [-0.02, 0.02, 0.04], [0.09, -0.01, -0.14], [-0.01, -0.01, 0.04], [0.04, -0.03, 0.00], [0.05, 0.01, -0.03], [-0.14, 0.04, 0.02], [0.03, -0.01, 0.02], [0.00, 0.00, 0.00], [0.00, 0.00, 0.00], [0.02, -0.01, 0.02], [0.00, 0.00, 0.01], [0.00, -0.01, -0.01], [-0.03, 0.00, 0.02], [-0.02, 0.01, 0.00], [-0.02, 0.00, 0.01], [0.04, -0.03, -0.02]], "homo_energy_ev": -10.2, "total_charge": 1, "relative_energy_kcal_mol": 5.76, "total_energy_ev": -59857.675, "largest_force_ev_per_a": 1.0}

{"formula": "C27H30B2CdClF4N5O6", "method": "ωB97M-V with the def2-TZVPD basis set", "elements": ["Cd", "C", "C", "N", "O", "B", "F", "F", "O", "N", "C", "C", "C", "N", "O", "B", "F", "F", "O", "N", "C", "C", "C", "H", "H", "H", "H", "H", "H", "H", "H", "H", "H", "H", "H", "C", "C", "C", "C", "C", "C", "H", "H", "H", "H", "H", "H", "H", "H", "H", "N", "C", "C", "C", "C", "C", "C", "H", "H", "H", "H", "H", "Cl", "C", "C", "C", "C", "C", "C", "C", "O", "O", "H", "H", "H", "H"], "coordinates": [[0.821, -0.806, 1.029], [-3.175, 0.171, 2.449], [-2.259, 0.273, 1.275], [-1.799, -0.690, 0.584], [-2.160, -1.943, 0.987], [-2.019, -3.012, -0.045], [-2.966, -2.785, -1.064], [-2.278, -4.208, 0.613], [-0.684, -3.198, -0.727], [0.076, -2.103, -0.863], [0.985, -2.109, -1.757], [1.289, -3.270, -2.644], [1.688, -0.782, -1.929], [1.428, 0.095, -1.043], [1.899, 1.373, -1.233], [0.844, 2.316, -1.698], [0.319, 1.842, -2.917], [1.495, 3.543, -1.876], [-0.298, 2.576, -0.761], [-0.456, 1.611, 0.215], [-1.784, 1.634, 0.833], [-2.824, 2.587, 0.321], [2.548, -0.543, -3.125], [-3.314, -0.872, 2.720], [-4.147, 0.619, 2.225], [-2.734, 0.708, 3.294], [0.521, -4.028, -2.514], [2.256, -3.698, -2.365], [1.338, -2.975, -3.694], [-2.341, 3.383, -0.243], [-3.384, 3.027, 1.150], [-3.521, 2.060, -0.332], [3.437, -1.176, -3.053], [2.841, 0.502, -3.153], [2.025, -0.796, -4.048], [0.820, 1.797, 5.942], [1.520, 0.468, 5.623], [3.017, 0.597, 5.936], [0.918, -0.648, 6.487], [1.337, 0.142, 4.201], [1.190, -0.127, 3.025], [0.990, 2.080, 6.987], [-0.255, 1.709, 5.775], [1.192, 2.592, 5.293], [3.169, 0.873, 6.985], [3.471, 1.360, 5.301], [3.527, -0.348, 5.742], [1.043, -0.420, 7.552], [1.404, -1.600, 6.268], [-0.145, -0.761, 6.272], [-0.659, 2.170, 1.565], [-0.485, 3.503, 1.908], [-1.358, 4.088, 2.831], [-1.138, 5.381, 3.281], [-0.051, 6.114, 2.821], [0.824, 5.519, 1.915], [0.624, 4.227, 1.460], [-2.186, 3.502, 3.212], [-1.816, 5.815, 4.007], [0.116, 7.127, 3.165], [1.681, 6.074, 1.550], [1.312, 3.770, 0.763], [4.738, -8.164, 3.856], [3.978, -6.729, 3.178], [4.771, -5.766, 2.580], [4.162, -4.636, 2.051], [2.786, -4.468, 2.126], [2.011, -5.452, 2.731], [2.603, -6.592, 3.259], [2.133, -3.215, 1.577], [0.923, -3.051, 1.842], [2.851, -2.436, 0.902], [5.843, -5.904, 2.531], [4.742, -3.858, 1.572], [0.941, -5.297, 2.774], [2.009, -7.364, 3.730]], "atomic_forces_ev_per_a": [[-0.09, 0.25, 0.04], [0.05, -0.01, 0.11], [0.02, 0.10, -0.01], [-0.13, -0.14, -0.10], [0.18, -0.10, -0.03], [-0.04, 0.13, -0.03], [-0.02, 0.00, -0.02], [-0.06, -0.01, -0.04], [0.05, -0.01, 0.12], [-0.10, -0.16, 0.02], [0.08, 0.36, -0.03], [0.06, -0.03, -0.05], [-0.31, -0.15, 0.05], [0.37, -0.30, 0.11], [-0.10, 0.07, 0.14], [0.02, -0.09, -0.01], [-0.01, 0.09, -0.03], [-0.03, -0.01, -0.07], [0.14, -0.09, 0.03], [-0.03, 0.24, 0.20], [0.26, 0.10, -0.10], [-0.08, -0.03, -0.16], [-0.03, 0.02, -0.07], [0.00, -0.01, -0.01], [0.01, 0.02, 0.00], [-0.03, 0.00, -0.01], [-0.01, 0.00, 0.01], [-0.01, 0.00, -0.02], [0.00, -0.01, 0.01], [-0.03, 0.01, 0.03], [-0.02, -0.03, 0.00], [0.02, -0.01, 0.00], [-0.03, -0.01, -0.03], [0.01, 0.01, 0.00], [-0.01, 0.01, 0.02], [-0.01, 0.00, 0.01], [0.01, 0.02, -0.03], [0.00, 0.01, -0.01], [-0.01, 0.01, 0.03], [0.03, -0.01, -0.11], [-0.08, 0.14, 0.06], [-0.01, 0.00, 0.00], [0.01, 0.01, -0.02], [0.00, -0.01, 0.01], [0.00, -0.01, -0.01], [-0.01, 0.01, 0.01], [0.00, 0.01, -0.01], [0.00, -0.01, -0.01], [0.01, 0.01, 0.00], [0.00, 0.00, 0.00], [-0.09, -0.38, 0.30], [-0.03, 0.09, -0.19], [0.05, 0.03, -0.01], [0.02, -0.03, 0.00], [-0.03, -0.09, -0.04], [0.01, 0.02, 0.00], [0.03, 0.04, 0.05], [-0.01, 0.02, -0.01], [-0.01, 0.00, -0.01], [0.01, 0.00, 0.01], [0.01, 0.00, 0.01], [-0.04, 0.03, -0.02], [-0.03, 0.05, -0.03], [0.00, -0.03, 0.02], [0.00, 0.02, -0.02], [0.03, -0.05, 0.01], [0.05, -0.07, 0.07], [0.03, -0.01, 0.00], [-0.02, 0.01, -0.01], [-0.02, 0.09, -0.18], [0.07, -0.13, 0.00], [-0.07, 0.01, 0.02], [0.00, 0.01, 0.00], [-0.01, 0.00, 0.00], [0.01, 0.00, 0.01], [0.00, 0.00, 0.00]], "homo_energy_ev": -3.0, "total_charge": -2, "relative_energy_kcal_mol": 16.43, "total_energy_ev": -77536.798, "largest_force_ev_per_a": 0.5}